# C18H29Cl10N2O2

6 unconnected molecules or ions with the total composition C18H29Cl10N2O2 in a non-equilibrium geometry (ωB97M-V/def2-TZVPD, the Open Molecules 2025 dataset).

CARTESIAN COORDINATES (ANGSTROEM)
1 N 0.8279 -3.0490 2.6358
2 C 1.0536 -1.9229 2.0846
3 C -0.0129 -1.1434 1.2110
4 C -0.5114 0.0313 2.1374
5 C 0.0860 1.3397 1.9507
6 N -0.3211 2.3590 2.7914
7 C -1.2488 2.2074 3.7932
8 C -1.9062 0.9127 4.0277
9 C -1.5287 -0.2429 3.1762
10 C -2.1862 -1.6228 3.4427
11 O -2.5909 -1.8221 4.5571
12 O -2.2958 -2.6423 2.5125
13 H 1.6898 -3.2797 3.1562
14 H 2.0318 -1.3709 2.2234
15 H 0.4598 -0.7360 0.2717
16 H -0.8587 -1.7907 0.8826
17 H 0.8445 1.4981 1.1510
18 H 0.1396 3.2647 2.6570
19 H -1.5373 3.0450 4.4756
20 H -2.6808 0.7693 4.8228
21 H -3.1188 -2.5365 1.9909
22 Cl -4.8253 -2.4027 -0.6411
23 C -3.8821 -1.6330 -1.9433
24 C -2.5195 -1.1873 -1.4665
25 Cl -2.6267 0.1716 -0.3168
26 H -4.4630 -0.7991 -2.3358
27 H -3.7717 -2.3742 -2.7356
28 H -1.9244 -0.8404 -2.3123
29 H -1.9800 -2.0012 -0.9822
30 Cl -2.8273 3.9704 0.1829
31 C -3.5421 4.6205 -1.3242
32 C -4.7858 3.8641 -1.7335
33 Cl -4.4122 2.2029 -2.2596
34 H -2.7792 4.5922 -2.0995
35 H -3.7899 5.6650 -1.1312
36 H -5.2616 4.3632 -2.5738
37 H -5.5070 3.8075 -0.9184
38 Cl 4.3369 -2.6193 0.8898
39 C 4.6488 -4.2395 0.2104
40 C 4.0643 -5.3390 1.0682
41 Cl 4.9082 -5.4961 2.6291
42 H 5.7251 -4.3534 0.0894
43 H 4.1909 -4.2611 -0.7794
44 H 4.1637 -6.2970 0.5568
45 H 3.0070 -5.1695 1.2720
46 Cl 8.0828 -5.0320 1.4102
47 C 9.4722 -4.3452 0.5323
48 C 9.0651 -3.7353 -0.7903
49 Cl 8.5399 -4.9666 -1.9660
50 H 10.2122 -5.1337 0.4003
51 H 9.9045 -3.5771 1.1748
52 H 9.9149 -3.2157 -1.2344
53 H 8.2536 -3.0184 -0.6668
54 Cl -3.2143 5.2880 -4.1790
55 C -4.0639 6.5941 -5.0534
56 C -4.8686 7.4809 -4.1293
57 Cl -6.2718 6.6344 -3.4305
58 H -4.6918 6.1351 -5.8160
59 H -3.2972 7.1860 -5.5546
60 H -5.2600 8.3329 -4.6858
61 H -4.2602 7.8602 -3.3085

LUMO in eV: -4.754
M in g/mol: 660.0
E_HOMO in eV: -12.1931
Energy above the lowest of the compared OMol25 structures with the same formula, charge and spin in kcal per mole: 0.0
Total charge: +1